Record 1
54
Properties=species:S:1:pos:R:3 method="wB97M-V/def2-TZVPD" relative_energy_kj_mol=0.0 smiles="C=CC[C@@]1(O)C(=O)N2C(=C1C(=O)OCC)c1ccc3ccccc3c1CC2(C)C" orbital_gap_ha=0.2940 e_homo_ev=-8.317
C -5.99723 -0.60590 -0.01619
C -4.85490 -0.88404 -0.62145
C -3.70232 0.06665 -0.66193
C -2.72011 -0.21684 0.50329
O -3.35102 -0.09686 1.75195
C -2.10326 -1.61786 0.35204
O -2.70062 -2.66682 0.40178
N -0.75570 -1.44528 0.18759
C -0.39765 -0.10933 0.34952
C -1.50140 0.67709 0.45316
C -1.65505 2.12365 0.37168
O -2.68865 2.71642 0.57488
O -0.52621 2.74066 -0.03866
C -0.59540 4.15484 -0.19995
C -1.16089 4.53630 -1.56109
C 1.01412 0.21206 0.46464
C 1.44576 1.28234 1.27619
C 2.77390 1.55626 1.39507
C 3.73797 0.78958 0.70509
C 5.11039 1.09692 0.79351
C 6.04281 0.34868 0.13181
C 5.63503 -0.74129 -0.64977
C 4.31168 -1.06961 -0.74975
C 3.31877 -0.32343 -0.07593
C 1.93450 -0.61919 -0.15017
C 1.38906 -1.82352 -0.85711
C 0.25202 -2.47626 -0.04797
C 0.75855 -2.99906 1.29899
C -0.33775 -3.61986 -0.87341
H -6.80556 -1.31581 0.02999
H -6.17678 0.35606 0.43790
H -4.69028 -1.85498 -1.06675
H -3.15776 -0.01597 -1.60488
H -4.04772 1.09355 -0.52922
H -4.20520 -0.54889 1.69616
H 0.43503 4.50118 -0.09088
H -1.21919 4.57496 0.59633
H -1.13628 5.61605 -1.67728
H -2.19034 4.19646 -1.64162
H -0.57309 4.07832 -2.35314
H 0.71290 1.85278 1.82129
H 3.11230 2.36593 2.02494
H 5.41027 1.94327 1.39467
H 7.09261 0.59149 0.20229
H 6.37693 -1.32193 -1.17806
H 4.02692 -1.90471 -1.37065
H 0.99921 -1.52838 -1.83680
H 2.16140 -2.57333 -1.01500
H 1.20548 -2.19552 1.88046
H -0.07198 -3.41690 1.86278
H 1.50323 -3.77584 1.14599
H -1.12156 -4.12836 -0.32164
H -0.76265 -3.24160 -1.80084
H 0.44572 -4.33413 -1.11385



Record 2
57
Properties=species:S:1:pos:R:3 method="wB97M-V/def2-TZVPD" relative_energy_kj_mol=88.5 smiles="COC(=O)C1=CN(Cc2ccc(OC)cc2)C=C(C(=O)OC)C1c1ccc(O)c(OC)c1" orbital_gap_ha=0.3053 e_homo_ev=-7.867
C 0.65536 -4.44811 3.61229
O 0.40911 -3.14893 3.10278
C -0.73330 -3.00331 2.40157
O -1.50107 -3.91989 2.20495
C -0.93117 -1.63770 1.92011
C -2.06301 -1.34023 1.24945
N -2.41027 -0.05353 0.95580
C -3.27957 0.24652 -0.15980
C -2.43207 0.41084 -1.40182
C -2.33486 1.63061 -2.05933
C -1.51821 1.77183 -3.16179
C -0.76381 0.69402 -3.63001
O 0.00147 0.93318 -4.72381
C 0.71379 -0.14108 -5.29793
C -0.84525 -0.52489 -2.96306
C -1.67120 -0.65432 -1.86246
C -1.78139 0.94407 1.64131
C -0.63784 0.72842 2.32494
C -0.09935 1.79127 3.17169
O -0.59167 2.89286 3.29144
O 1.03055 1.42433 3.80576
C 1.61256 2.40787 4.64312
C 0.11357 -0.55565 2.08092
C 0.92784 -0.47658 0.79311
C 1.53463 -1.61792 0.29323
C 2.23104 -1.58606 -0.90287
C 2.33476 -0.40590 -1.61591
O 3.00623 -0.36714 -2.80265
C 1.73486 0.75752 -1.11297
O 1.90605 1.87607 -1.89648
C 1.31953 3.08000 -1.47054
C 1.03922 0.71231 0.08014
H 0.69596 -5.17537 2.79817
H -0.13782 -4.74335 4.30267
H 1.61123 -4.39647 4.12748
H -2.78267 -2.10768 1.00141
H -3.83382 1.16513 0.04839
H -3.98811 -0.57759 -0.28478
H -2.90937 2.47746 -1.71150
H -1.44463 2.71320 -3.68345
H 1.45226 -0.55685 -4.60703
H 1.22503 0.27741 -6.16338
H 0.03541 -0.93430 -5.62753
H -0.26673 -1.37541 -3.28450
H -1.71433 -1.60504 -1.35148
H -2.28111 1.90190 1.67402
H 1.88294 3.29202 4.06139
H 0.91068 2.70712 5.42478
H 2.49822 1.95172 5.07796
H 0.78015 -0.78536 2.91445
H 1.46682 -2.54408 0.84068
H 2.70205 -2.47216 -1.29764
H 3.01452 0.55529 -3.09597
H 0.23252 2.98457 -1.39117
H 1.56434 3.81252 -2.23811
H 1.73046 3.40691 -0.51029
H 0.57944 1.60787 0.46427



Record 3
58
Properties=species:S:1:pos:R:3 method="wB97M-V/def2-TZVPD" charge=+1 relative_energy_kj_mol=86.6 orbital_gap_ha=0.1900 e_homo_ev=-10.544
C -5.04905 0.27011 -1.61865
C -3.75934 -0.36968 -1.46375
C -3.20654 -1.49462 -2.00991
C -1.92610 -1.65205 -1.40372
C -1.73586 -0.60662 -0.51089
B -0.78785 -0.01164 0.75830
O -0.61716 1.36203 0.39803
C -0.91319 2.24777 1.46897
C -1.10024 1.44320 2.75528
N -1.34487 0.03191 2.32416
C -2.75537 -0.33639 2.60501
C -0.44464 -0.94087 3.05369
C 0.24209 -1.72445 1.93508
O 0.37776 -0.84171 0.82096
O -2.90190 0.14599 -0.53414
H -5.68332 -0.42657 -2.18453
H -5.53924 0.46557 -0.64831
H -4.99983 1.22858 -2.15640
H -3.69465 -2.12228 -2.74999
H -1.21036 -2.43407 -1.63846
H -0.06228 2.94056 1.56195
H -1.81881 2.83462 1.23605
H -0.20388 1.50338 3.39521
H -1.96224 1.83116 3.31748
H -2.83577 -0.52941 3.68615
H -3.41939 0.49149 2.34560
H -3.02936 -1.24607 2.04326
H 0.28869 -0.38996 3.65794
H -1.03871 -1.58579 3.71874
H 1.24118 -2.09266 2.21753
H -0.42111 -2.57910 1.66918
F 2.67923 2.88772 2.94987
C 2.95735 3.63713 1.81770
F 2.06985 4.68336 1.83211
F 4.20271 4.14635 1.97307
C 2.80313 2.77951 0.60773
C 2.03529 3.21554 -0.47445
C 1.45746 2.26268 -1.29510
C 1.71591 0.86832 -1.06640
C 0.83472 -0.15009 -1.50429
C 1.37128 -1.37258 -2.05118
C 1.22783 -1.69844 -3.42017
C 1.90195 -2.78389 -3.97817
C 2.69764 -3.62377 -3.17394
C 2.83401 -3.34439 -1.81449
C 2.13953 -2.27787 -1.26985
C 2.90383 0.58061 -0.31601
C 3.35101 1.50239 0.61422
H 1.81527 4.27249 -0.60257
H 0.72757 2.54407 -2.05968
H -0.18681 0.14460 -1.73853
H 0.60430 -1.04070 -4.03190
H 1.82744 -2.96824 -5.05486
H 3.24601 -4.45234 -3.62385
H 3.50106 -3.92478 -1.17141
H 2.17692 -2.10373 -0.19837
H 3.35686 -0.41235 -0.39237
H 4.05998 1.21596 1.39308



Record 4
67
Properties=species:S:1:pos:R:3 method="wB97M-V/def2-TZVPD" charge=+3 relative_energy_kj_mol=0.0 orbital_gap_ha=0.1969 e_homo_ev=-16.783
W 0.75517 -0.50499 -0.08869
C 0.50077 3.14735 1.22390
C 1.89260 2.62875 1.43322
C 2.93937 3.52989 1.48538
C 4.24168 3.10820 1.72730
C 4.50991 1.77623 1.99764
C 3.49285 0.82605 2.02036
C 3.77212 -0.53716 2.57401
C 2.18637 1.25013 1.62358
N 1.08196 0.30025 1.64302
C 0.53888 -0.08682 2.89801
O 0.75469 0.47611 3.92305
C -0.29379 -1.30847 2.69205
C -0.88809 -2.08128 3.66662
C -1.60710 -3.20589 3.25933
C -1.73097 -3.50391 1.90546
C -1.11019 -2.66494 0.99992
N -0.40486 -1.61331 1.39886
C -1.15907 -2.76261 -0.48728
O -1.67115 -3.64217 -1.09902
N -0.53136 -1.61874 -1.08188
C -0.92347 -1.37881 -2.46460
C -2.28110 -1.12176 -2.70692
C -3.35268 -1.19619 -1.64950
C -2.66450 -0.86817 -4.02102
C -1.74289 -0.89150 -5.05176
C -0.41301 -1.18780 -4.78849
C 0.02034 -1.44179 -3.49614
C 1.45344 -1.82552 -3.25269
H 0.36372 3.50790 0.19992
H 0.34051 4.00153 1.88274
H -0.24815 2.39830 1.45557
H 2.73441 4.58320 1.33937
H 5.04679 3.83139 1.74722
H 5.51512 1.47080 2.26019
H 4.75485 -0.89165 2.26633
H 3.03179 -1.28566 2.30408
H 3.78224 -0.45819 3.66493
H -0.77412 -1.81754 4.71030
H -2.07011 -3.84702 3.99868
H -2.28644 -4.36162 1.54829
H -2.98028 -1.02898 -0.63583
H -3.82159 -2.18201 -1.66369
H -4.13997 -0.46951 -1.85166
H -3.70907 -0.67748 -4.23537
H -2.06225 -0.70310 -6.06789
H 0.29684 -1.24092 -5.60360
H 1.99147 -1.89790 -4.19542
H 1.53446 -2.78727 -2.74493
H 1.99130 -1.07707 -2.65602
N -2.45788 0.87548 1.98494
N -3.10823 1.56933 0.95699
C -2.56181 1.74794 -0.24154
N -3.18844 2.49228 -1.12799
N -1.34926 1.11649 -0.46455
N -0.69910 1.42687 -1.54674
O -1.00606 2.09375 -2.47640
O 0.52523 0.89293 -1.52831
H -3.06340 0.11837 2.29044
H -2.32605 1.50704 2.77191
H -4.01451 1.98663 1.13825
H -4.05259 2.96146 -0.89168
H -2.82888 2.61499 -2.06438
Cl 4.81490 -0.55508 -0.73718
Si 3.12383 0.49436 -0.63484
Cl 3.35323 2.25139 -1.54328
Cl 2.18159 -2.26258 0.10744



Record 5
62
Properties=species:S:1:pos:R:3 method="wB97M-V/def2-TZVPD" relative_energy_kj_mol=35.7 orbital_gap_ha=0.2505 e_homo_ev=-8.036
Pt 0.61669 0.01784 -0.13184
Cl 3.18380 0.66960 -2.23402
C 3.60224 0.57288 -0.54995
C 2.60325 0.25387 0.37276
C 3.00445 0.19546 1.70479
Cl 1.83101 -0.22779 2.91837
C 4.32178 0.41247 2.10889
Cl 4.76040 0.31447 3.77148
C 5.29198 0.70683 1.15641
Cl 6.92652 0.97087 1.63387
C 4.93037 0.79124 -0.18604
Cl 6.12880 1.15536 -1.37001
C -2.86384 -1.21687 -2.36862
Si -2.18455 0.47343 -1.91697
C -0.84986 0.93625 -3.14575
C -3.60831 1.65844 -2.28476
C -1.56076 0.67332 -0.15752
C -0.99883 2.05535 -0.09270
C -1.60997 3.30295 0.03914
C -0.82368 4.43837 0.02410
C 0.55837 4.33149 -0.10958
C 1.11527 3.07478 -0.20050
N 0.34061 1.99205 -0.18589
Si -2.65200 0.36381 1.34084
C -1.97108 1.32013 2.80188
C -4.41556 0.94108 1.03796
C -2.81199 -1.40138 1.93618
H -3.55235 -1.06703 -3.20429
H -3.42878 -1.68892 -1.55979
H -2.08998 -1.91056 -2.69999
H -1.18677 0.71375 -4.16237
H 0.08578 0.39905 -2.97033
H -0.63433 2.00789 -3.09628
H -3.81420 1.67265 -3.35975
H -3.37545 2.68323 -1.98749
H -4.52707 1.35796 -1.77881
H -2.68372 3.36569 0.14492
H -1.28447 5.41454 0.11286
H 1.19349 5.20479 -0.13235
H 2.18189 2.91421 -0.28419
H -1.76021 2.36300 2.56190
H -1.04082 0.87111 3.16105
H -2.68968 1.30943 3.62587
H -4.45734 1.96019 0.64859
H -4.98690 0.91630 1.97092
H -4.92559 0.29199 0.32102
H -1.84784 -1.84743 2.18398
H -3.32908 -2.04790 1.22289
H -3.40975 -1.38283 2.85232
Se -0.86708 -2.86869 -0.24012
N 0.70582 -2.04729 -0.13588
C 1.64373 -2.99069 -0.02491
C 3.06361 -2.81603 0.04307
C 3.85716 -3.90659 0.14093
C 3.33351 -5.24347 0.17387
C 2.00569 -5.46385 0.10264
C 1.12256 -4.34027 -0.00442
N -0.18880 -4.46863 -0.10702
H 3.49834 -1.83498 0.01428
H 4.92821 -3.75902 0.19501
H 4.01561 -6.08056 0.24449
H 1.57972 -6.45733 0.11482



Record 6
53
Properties=species:S:1:pos:R:3 method="wB97M-V/def2-TZVPD" charge=+1 orbital_gap_ha=0.1516 e_homo_ev=-8.362
C 3.49893 1.00902 -0.22747
C 2.58991 -0.05747 -0.89312
C 1.22057 -0.24417 -0.08851
C 1.61895 0.40654 1.23713
N 1.12850 0.06932 2.39232
C 1.57449 0.76286 3.61206
C 0.64664 0.25370 4.69749
C -0.03761 -0.99644 4.15620
C 0.25756 -1.06839 2.64401
C 2.92526 1.16202 1.17210
H 4.54839 0.67713 -0.19502
H 3.46057 1.94511 -0.78796
H 2.48172 0.12721 -1.97408
H 3.17207 -0.99780 -0.79047
H 1.19760 -1.35532 0.12249
H 2.63245 0.51741 3.82169
H 1.52241 1.85059 3.46906
H 1.22716 0.05099 5.58840
H -0.07778 1.02352 4.94066
H 0.37176 -1.88674 4.63303
H -1.10851 -0.98398 4.34836
H -0.65821 -1.00215 2.04499
H 0.73891 -2.02853 2.38849
H 3.64202 0.76437 1.90399
H 2.82707 2.22611 1.42728
F -4.12061 2.46757 -3.65952
C -3.80229 2.49516 -2.32221
C -4.54512 3.36505 -1.52920
C -4.17835 3.40466 -0.17697
C -3.08904 2.68226 0.31599
C -2.25019 1.85382 -0.53135
C -1.05893 1.23026 -0.05749
C 0.02608 0.45889 -0.77521
C -0.24946 -0.98282 -0.82929
C -0.09136 -1.87641 -1.98491
C 1.16989 -2.30990 -2.40321
C 1.31158 -3.27861 -3.38492
F 2.57715 -3.72953 -3.67561
C 0.24020 -3.89751 -4.01023
C -1.03743 -3.46803 -3.60603
C -1.20911 -2.48897 -2.62811
C -2.74837 1.71043 -1.86762
H -5.35290 3.97794 -1.94153
H -4.77956 4.04488 0.47829
H -2.87138 2.75740 1.38440
H -0.78549 1.49403 0.95906
H 0.31651 1.04255 -1.71352
H -0.94159 -1.38667 -0.09141
H 2.05339 -1.96878 -1.89681
H 0.40251 -4.69230 -4.74424
H -1.89787 -3.92940 -4.08811
H -2.22477 -2.20919 -2.32605
H -2.26435 1.00833 -2.53733



Record 7
64
Properties=species:S:1:pos:R:3 method="wB97M-V/def2-TZVPD" charge=-1 relative_energy_kj_mol=68.1 orbital_gap_ha=0.2366 e_homo_ev=-4.169
Na -3.05137 -1.77071 1.37902
N -1.52676 -1.42938 -2.08950
C -0.42386 -1.36574 -2.89271
C -0.42534 -2.03315 -4.13356
C 0.64710 -1.93807 -4.99060
C 1.77091 -1.18214 -4.65059
C 1.78784 -0.53900 -3.42794
C 0.71674 -0.61882 -2.53741
P 0.70850 0.21870 -0.90913
C 2.40324 -0.10512 -0.28968
C 2.98167 -1.35911 -0.49828
C 4.18158 -1.69797 0.10795
C 4.82616 -0.79278 0.94112
C 4.25527 0.45135 1.16757
C 3.05250 0.78939 0.56168
C 0.77227 1.98754 -1.40648
C -0.40787 2.70762 -1.22429
C -0.49683 4.03697 -1.61659
C 0.60102 4.66719 -2.18195
C 1.78570 3.96251 -2.35845
C 1.86905 2.63246 -1.97636
H -2.16698 -2.20612 -2.21097
H -1.37895 -1.24140 -1.10934
H -1.28928 -2.63242 -4.39484
H 0.61798 -2.46460 -5.93737
H 2.61202 -1.10237 -5.32662
H 2.66347 0.03416 -3.14350
H 2.48325 -2.07342 -1.14261
H 4.61442 -2.67463 -0.06947
H 5.76521 -1.05569 1.41169
H 4.74739 1.16326 1.81920
H 2.61088 1.75961 0.75679
H -1.26160 2.21968 -0.76722
H -1.42183 4.57975 -1.46950
H 0.53810 5.70567 -2.48259
H 2.64650 4.45090 -2.79901
H 2.79846 2.09509 -2.12206
C -0.21240 0.29205 4.52534
N 0.87473 -0.13762 3.66956
C 2.22173 0.08957 4.13131
C 0.63708 -0.77184 2.50002
O -0.45036 -1.02350 2.02953
H -0.09783 -0.14235 5.52210
H -1.15642 -0.03644 4.09858
H -0.21807 1.38114 4.61659
H 2.43340 -0.49283 5.03350
H 2.37115 1.14666 4.36615
H 2.93258 -0.19634 3.35673
H 1.57206 -1.03026 1.96972
C -5.18849 -3.08673 -1.08890
O -3.79972 -3.30181 -1.33052
C -2.96041 -3.63474 -0.20542
O -3.57587 -3.64180 0.86206
H -5.62537 -2.77085 -2.03539
H -5.36335 -2.31050 -0.34084
H -5.67648 -4.00084 -0.74397
F -4.03585 3.08210 2.26955
C -3.31586 2.08724 2.79878
F -3.23163 2.30243 4.12116
F -2.07575 2.16838 2.29843
S -4.07979 0.44736 2.45132
O -3.81749 0.24066 1.03238
O -5.45670 0.62719 2.81805
O -3.31149 -0.46553 3.28777



Record 8
58
Properties=species:S:1:pos:R:3 method="wB97M-V/def2-TZVPD" relative_energy_kj_mol=0.0 smiles="COc1cccc(N2C(=O)[C@@H](CC(=O)Nc3ccc(F)cc3)N(C3CCCCC3)C2=O)c1" orbital_gap_ha=0.3246 e_homo_ev=-8.443
C -4.17834 -0.23708 2.08924
O -4.33351 -1.59972 1.76971
C -3.37271 -2.20840 1.03156
C -3.58887 -3.55861 0.74471
C -2.66974 -4.26952 0.00431
C -1.51187 -3.66310 -0.45602
C -1.30305 -2.32381 -0.17250
N -0.12501 -1.67981 -0.63365
C 0.41514 -1.83804 -1.88432
O 0.01837 -2.54309 -2.76913
C 1.61910 -0.89445 -1.93299
C 1.35549 0.21788 -2.96922
C -0.06558 0.77116 -2.85598
O -0.87565 0.66091 -3.74307
N -0.29484 1.38721 -1.66057
C -1.50231 1.85614 -1.13458
C -1.49385 2.30653 0.18595
C -2.64881 2.78681 0.77046
C -3.81375 2.80758 0.02350
F -4.94712 3.27163 0.59358
C -3.84731 2.35662 -1.28321
C -2.68719 1.88044 -1.86537
N 1.69949 -0.40076 -0.58180
C 2.91932 0.18187 -0.03484
C 2.63541 1.48446 0.71647
C 3.93520 2.07402 1.25832
C 4.63744 1.07799 2.17480
C 4.92241 -0.21902 1.42511
C 3.62540 -0.81513 0.88815
C 0.67141 -0.86234 0.18461
O 0.45844 -0.61165 1.34345
C -2.22492 -1.58403 0.55697
H -4.17347 0.38453 1.18889
H -5.04036 0.02223 2.70143
H -3.26048 -0.06018 2.65824
H -4.48905 -4.02123 1.11621
H -2.84804 -5.31107 -0.21410
H -0.79037 -4.21604 -1.03393
H 2.52594 -1.44287 -2.21426
H 1.45749 -0.20472 -3.96880
H 2.08490 1.02035 -2.84119
H 0.47700 1.42134 -1.00737
H -0.58025 2.27059 0.76152
H -2.65624 3.13699 1.79016
H -4.77304 2.38037 -1.83529
H -2.69454 1.52322 -2.88106
H 3.56623 0.39857 -0.89344
H 1.95448 1.27058 1.54126
H 2.16101 2.20921 0.04781
H 3.71668 2.99382 1.80322
H 4.59465 2.32817 0.42443
H 5.56989 1.50773 2.54441
H 3.99916 0.86531 3.03431
H 5.40582 -0.93703 2.08911
H 5.60447 -0.01887 0.59485
H 2.95779 -1.05252 1.71783
H 3.83059 -1.73844 0.34074
H -2.02843 -0.54275 0.75135